(1)
C6H8N | ωB97M-V/def2-TZVPD

Results
- SMILES string: C=C1CC[C@@H]1C#[NH+]
- Gap between HOMO and LUMO: 9.2 eV
- 2S+1: 1
- E_HOMO: -14.38 eV
- Charge: +1

The geometry in XYZ format:
```
15
Properties=species:S:1:pos:R:3:nbo_charge:R:1
C 0.00 1.58 -1.71 -0.359
C -0.05 0.90 -0.60 0.051
C 0.06 1.26 0.99 -0.415
C -0.44 -0.18 1.27 -0.375
C -0.46 -0.58 -0.16 -0.449
C 0.34 -1.72 -0.34 0.743
N 0.86 -2.80 -0.24 -0.454
H 0.42 2.59 -2.09 0.275
H -0.30 1.08 -2.66 0.222
H -0.60 2.04 1.34 0.248
H 0.99 1.42 1.48 0.241
H -1.33 -0.43 1.89 0.262
H 0.21 -0.98 1.66 0.213
H -1.38 -0.89 -0.64 0.316
H 1.69 -3.31 -0.18 0.482
```

***

(2)
C9H13O3PS | ωB97M-V/def2-TZVPD

Results
- SMILES string: COc1cccc(OC)c1P(S)OC
- Gap between HOMO and LUMO: 8.9 eV
- 2S+1: 1
- E_HOMO: -8.16 eV

The geometry in XYZ format:
```
27
Properties=species:S:1:pos:R:3:nbo_charge:R:1
C -2.99 2.46 0.13 -0.253
O -1.65 2.03 0.27 -0.517
C -1.45 0.66 0.49 0.296
C -2.55 -0.25 0.60 -0.329
C -2.30 -1.64 0.52 -0.155
C -0.99 -2.03 0.35 -0.372
C 0.14 -1.19 0.18 0.437
O 1.45 -1.44 -0.01 -0.503
C 1.79 -2.85 -0.09 -0.261
C -0.17 0.26 0.21 -0.464
P 1.05 1.63 0.14 1.023
S 2.12 0.88 1.69 -0.314
O 1.83 1.08 -1.21 -0.833
C 3.15 1.43 -1.70 -0.252
H -3.63 2.21 0.95 0.177
H -3.28 1.73 -0.71 0.179
H -2.85 3.50 -0.16 0.210
H -3.58 0.06 0.77 0.220
H -3.15 -2.35 0.57 0.223
H -0.84 -3.05 0.18 0.209
H 2.90 -3.01 0.04 0.202
H 1.59 -3.13 -1.07 0.184
H 1.24 -3.47 0.69 0.189
H 1.82 1.95 2.38 0.134
H 3.28 0.57 -2.26 0.208
H 3.97 1.49 -0.89 0.174
H 3.08 2.47 -2.05 0.189
```

***

(3)
C11H14N2 | ωB97M-V/def2-TZVPD

Results
- SMILES string: CN1CCC/C1=N\c1ccccc1
- Gap between HOMO and LUMO: 9.0 eV
- 2S+1: 1
- E_HOMO: -8.18 eV

The geometry in XYZ format:
```
27
Properties=species:S:1:pos:R:3:nbo_charge:R:1
C 2.75 -1.94 0.05 -0.414
N 2.10 -0.62 -0.06 -0.403
C 3.05 0.54 0.09 -0.198
C 2.20 1.75 -0.21 -0.428
C 0.81 1.29 0.14 -0.474
C 0.84 -0.29 -0.04 0.481
N -0.08 -1.10 -0.03 -0.535
C -1.43 -0.58 0.01 0.134
C -2.12 -0.31 1.18 -0.252
C -3.55 0.01 1.16 -0.205
C -4.16 0.14 -0.01 -0.243
C -3.39 0.00 -1.21 -0.202
C -2.14 -0.54 -1.18 -0.232
H 3.05 -2.16 1.06 0.192
H 3.62 -2.01 -0.55 0.200
H 2.08 -2.84 -0.25 0.236
H 3.46 0.40 1.09 0.185
H 3.89 0.43 -0.62 0.195
H 2.50 2.68 0.24 0.223
H 2.26 1.97 -1.28 0.207
H 0.50 1.62 1.15 0.231
H 0.07 1.84 -0.56 0.233
H -1.59 -0.41 2.15 0.213
H -4.04 0.24 2.10 0.213
H -5.25 0.39 -0.09 0.214
H -3.88 0.28 -2.17 0.212
H -1.53 -0.80 -2.15 0.219
```

***

ΔE to the lowest compared entry with this formula, charge and spin: 115.0 25.6 29.8 (kcal/mol)
Maximum force: 0.1410 0.0823 0.0951 (Eh/bohr)